{
  "formula": "C56H130F6O16",
  "method": "ωB97M-V with the def2-TZVPD basis set",
  "elements": ["F", "F", "F", "F", "F", "F", "O", "O", "O", "O", "O", "O", "O", "O", "O", "O", "O", "O", "O", "O", "O", "O", "C", "C", "C", "C", "C", "C", "C", "C", "C", "C", "C", "C", "C", "C", "C", "C", "C", "C", "C", "C", "C", "C", "C", "C", "C", "C", "C", "C", "C", "C", "C", "C", "C", "C", "C", "C", "C", "C", "C", "C", "C", "C", "C", "C", "C", "C", "C", "C", "C", "C", "C", "C", "C", "C", "C", "C", "H", "H", "H", "H", "H", "H", "H", "H", "H", "H", "H", "H", "H", "H", "H", "H", "H", "H", "H", "H", "H", "H", "H", "H", "H", "H", "H", "H", "H", "H", "H", "H", "H", "H", "H", "H", "H", "H", "H", "H", "H", "H", "H", "H", "H", "H", "H", "H", "H", "H", "H", "H", "H", "H", "H", "H", "H", "H", "H", "H", "H", "H", "H", "H", "H", "H", "H", "H", "H", "H", "H", "H", "H", "H", "H", "H", "H", "H", "H", "H", "H", "H", "H", "H", "H", "H", "H", "H", "H", "H", "H", "H", "H", "H", "H", "H", "H", "H", "H", "H", "H", "H", "H", "H", "H", "H", "H", "H", "H", "H", "H", "H", "H", "H", "H", "H", "H", "H", "H", "H", "H", "H", "H", "H", "H", "H", "H", "H", "H", "H"],
  "positions_angstrom": [[1.914, 4.704, 4.969], [-1.393, 5.341, -1.535], [-2.004, 4.047, -3.233], [3.075, 6.062, 3.705], [-0.860, 5.812, -3.610], [0.907, 6.242, 3.754], [-1.344, -0.925, -8.663], [6.067, -2.970, 4.190], [0.382, -1.295, -1.322], [-1.293, -3.943, 1.759], [-5.805, 5.277, 0.285], [-5.134, 1.224, -4.228], [3.008, 3.923, 2.381], [2.906, -5.983, -2.461], [-3.786, -3.099, 4.563], [-2.463, 1.073, 5.106], [5.994, -0.570, 0.900], [-2.947, 7.330, -3.291], [-4.175, 5.425, -2.967], [1.901, -0.188, -4.824], [3.105, 1.305, 4.717], [0.731, 3.978, 2.231], [-2.356, -3.795, 0.796], [1.174, -3.551, 1.989], [3.776, -1.469, -4.494], [2.895, -0.446, -3.847], [3.566, -0.699, 0.592], [5.370, 2.025, 4.498], [-1.622, -2.321, -8.739], [1.772, 1.432, 5.202], [-2.762, 1.833, 6.274], [-5.262, 6.571, 0.729], [1.313, 0.282, 6.060], [4.139, 3.044, 0.527], [-5.662, -2.204, 3.485], [-5.350, 6.087, -3.545], [-4.332, 0.599, -3.239], [-4.953, -2.330, 4.818], [0.567, 0.373, 0.463], [1.400, -5.961, -0.604], [-4.958, 4.228, 0.554], [3.134, 2.742, 1.569], [-2.293, 1.958, 3.960], [1.808, 4.393, 2.633], [-4.365, 1.669, -5.323], [-1.824, 5.283, -2.843], [-2.811, 0.855, 7.423], [-6.568, 5.279, -3.065], [0.270, -3.115, -2.841], [4.080, -5.372, -3.068], [1.958, 5.393, 3.798], [-1.565, 1.247, 2.848], [-3.494, -4.723, 1.093], [-2.305, -2.878, -7.545], [-2.844, -3.184, 5.667], [-0.243, -0.214, -0.757], [-0.198, -3.033, 1.542], [7.247, -1.207, 0.733], [-5.277, 2.342, -6.292], [-0.428, -1.853, -2.338], [2.589, -5.332, -1.220], [8.220, -2.212, 5.261], [8.322, -0.271, 1.380], [4.123, 2.011, 5.389], [-0.390, 0.973, -9.847], [-0.340, -0.571, -9.611], [7.199, -3.366, 5.010], [1.072, 0.926, -4.584], [3.776, -2.299, 4.660], [-5.274, 0.090, -2.167], [0.012, 1.080, -5.648], [4.965, -1.318, 0.406], [4.832, -3.419, 4.684], [-1.687, -4.132, 5.279], [-6.376, 7.574, 0.422], [-3.056, 6.194, -3.047], [3.992, -5.678, -4.506], [-5.210, 3.239, -0.588], [1.136, -4.620, 2.115], [-0.719, 1.862, -5.364], [-3.866, -0.288, -3.722], [-6.015, 1.648, -6.743], [-5.844, -3.271, 3.192], [-2.189, -2.486, -9.721], [4.839, -2.334, 0.930], [1.905, 0.198, 7.079], [-1.835, 2.915, 4.240], [-0.248, -2.762, 0.460], [-6.218, 2.755, -0.483], [4.527, 2.183, 0.023], [-1.841, -5.161, 5.455], [3.699, -1.892, 3.649], [0.243, 0.333, 6.299], [-0.521, -2.091, 2.004], [0.005, 1.255, 0.771], [4.825, -5.089, -5.047], [-4.513, 2.444, -0.520], [8.497, 0.660, 0.818], [-3.435, -3.434, 6.544], [1.327, -2.931, -3.132], [-3.079, 1.437, 8.328], [0.668, -0.320, 1.378], [-3.336, 2.175, 3.655], [2.855, -2.694, 5.057], [4.982, -3.739, 5.728], [8.007, 0.071, 2.365], [4.385, -4.255, 4.100], [-0.374, 0.644, -1.497], [-0.586, 0.196, -5.772], [-0.750, -3.834, 5.712], [-5.410, 7.105, -3.256], [9.194, -0.861, 1.605], [4.414, 1.593, 6.344], [-4.630, -1.372, 5.233], [2.869, -1.371, 0.082], [-6.070, 8.619, 0.632], [4.096, -1.458, 5.283], [7.849, -4.148, 4.619], [2.972, -5.422, -4.839], [9.025, -2.640, 5.794], [8.609, -1.901, 4.295], [4.611, -1.811, -3.884], [-5.071, -1.696, 2.680], [-2.603, -2.729, 0.992], [-2.001, 2.651, 6.450], [-5.926, 3.148, -5.898], [-3.889, 4.387, 0.424], [-1.855, 0.235, 7.430], [3.788, 3.079, 5.571], [-2.107, 0.302, 2.521], [-1.503, 1.857, 1.961], [5.036, -1.582, -0.687], [-1.539, -4.145, 4.182], [-3.736, 2.323, 6.114], [-5.236, 6.066, -4.665], [-0.556, -1.197, -10.528], [0.452, 1.417, -6.549], [3.487, 0.300, 0.144], [-5.899, 0.869, -1.750], [-3.581, 1.336, -2.895], [1.545, -3.087, 2.887], [-1.363, -2.143, -1.840], [-7.480, 5.611, -3.578], [2.387, -4.257, -1.389], [-1.295, -0.485, -0.627], [-2.579, -2.164, 5.719], [0.595, 0.885, -3.527], [-1.959, -3.912, -0.214], [6.877, -3.580, 6.011], [-4.710, -0.198, -1.272], [7.254, -2.094, 1.273], [1.728, 2.406, 5.786], [1.439, -0.644, 5.468], [-5.549, -2.765, 5.667], [-1.608, -2.677, -6.682], [2.548, -0.826, -2.873], [4.056, -4.320, -2.874], [-3.627, 2.369, -4.831], [-3.569, 0.112, 7.287], [-6.614, -1.677, 3.580], [2.002, -3.366, 1.294], [4.939, -5.831, -2.669], [1.071, -5.365, 0.213], [-3.906, 0.869, -5.850], [-3.304, -2.443, -7.425], [2.179, 2.488, 1.185], [3.416, 0.499, -3.728], [-7.226, 7.408, 1.102], [-6.488, 4.210, -2.983], [-0.658, -1.086, -3.149], [3.662, 2.073, 2.295], [5.677, 0.975, 4.306], [-4.906, 6.453, 1.755], [-5.124, 3.748, 1.518], [-0.163, 1.567, -8.951], [0.546, -6.056, -1.332], [7.389, -1.301, -0.346], [4.152, -1.140, -5.476], [1.572, -6.975, -0.226], [0.657, -0.939, -9.339], [-2.413, -4.017, -7.669], [-4.384, 6.690, 0.120], [1.598, 0.661, 0.225], [3.666, 3.598, -0.312], [-5.939, -0.645, -2.579], [4.961, 3.735, 0.868], [1.731, 1.822, -4.614], [-4.051, -4.476, 2.004], [-4.186, -4.772, 0.234], [-4.685, 2.725, -7.066], [-3.155, -5.789, 1.206], [6.259, 2.513, 5.000], [5.308, 2.513, 3.542], [-6.792, 7.437, -0.611], [1.100, 1.504, 4.264], [7.781, -1.333, 5.750], [3.225, -2.341, -4.745], [-0.607, -2.823, -8.786], [0.236, 1.223, -10.663], [-1.441, 1.227, -10.093], [-0.544, 0.901, 3.096], [-6.926, 5.629, -2.111], [-5.200, 3.773, -1.550], [3.491, -5.430, -0.539], [-0.266, -3.408, -3.755], [3.353, -0.684, 1.621], [0.280, -3.902, -2.111], [4.162, -6.752, -4.612]],
  "forces_ev_per_angstrom": [[0.114, 0.661, -0.551], [-0.515, -0.456, -1.257], [-0.125, -0.796, 0.343], [0.633, 0.600, 0.437], [0.287, -0.229, 0.256], [0.625, -0.202, 0.460], [0.135, -0.081, 0.393], [1.531, -0.408, 0.422], [0.842, -0.443, -0.701], [0.798, -1.343, -0.049], [0.102, 2.113, 0.942], [-0.282, -0.489, 0.111], [-0.420, 0.733, -0.087], [0.432, 1.007, 0.466], [-0.100, -1.074, -0.104], [1.012, 1.214, -0.459], [0.148, 0.661, 0.324], [-0.170, 2.129, -0.414], [0.527, 1.682, -0.589], [-1.095, -0.599, 0.085], [-0.070, -0.502, -0.171], [1.722, 0.960, 0.414], [0.985, 1.512, 1.487], [-0.049, 0.267, -0.317], [1.081, -0.019, -0.616], [0.204, 0.231, -0.713], [1.372, -0.144, -1.486], [1.403, -0.712, 0.938], [1.365, -0.192, -1.920], [-0.500, 1.689, -0.382], [0.169, -0.098, -0.457], [-1.249, -1.457, -1.065], [0.928, -0.978, 1.429], [0.398, 2.235, -1.974], [-0.224, -0.866, -0.294], [-0.617, -2.196, -0.821], [-0.631, -0.292, -0.562], [1.012, 0.194, 0.735], [-0.950, -1.256, 0.459], [-1.374, -1.252, -0.805], [0.201, -2.021, -1.626], [2.232, -0.246, 1.665], [-1.250, -0.830, 0.427], [-1.361, -1.649, 0.315], [-0.538, 1.591, 1.742], [0.889, 1.619, 0.620], [0.988, 0.057, 0.236], [-0.955, 1.817, -0.036], [0.123, 1.050, -1.283], [-2.074, -0.734, 0.468], [-1.795, -0.278, -0.578], [-0.228, -1.808, -0.195], [-0.358, -1.511, -0.098], [0.148, -1.059, 0.778], [-1.047, -0.602, -1.707], [0.340, 2.361, 0.371], [-1.340, 0.621, -1.309], [0.641, 3.386, 0.019], [-1.912, 0.056, 0.245], [0.393, -0.258, -0.143], [1.526, -0.187, -0.236], [-1.740, 0.188, -1.646], [-1.085, -0.113, -0.239], [0.167, 1.877, -0.737], [-1.571, -1.431, 0.881], [-0.671, 0.100, -0.770], [0.665, 2.021, 0.123], [0.036, 0.727, 1.711], [1.453, 0.197, 0.065], [0.595, 0.932, 0.785], [-0.691, 0.556, 1.199], [-2.430, -2.225, -0.597], [-1.187, 0.073, 0.401], [-0.598, 1.149, -1.181], [-0.209, 0.248, 0.571], [-0.883, -3.407, 0.641], [0.913, 0.632, -1.371], [-1.990, -0.085, 0.490], [-0.107, -0.369, 0.296], [0.467, -0.177, 0.126], [0.357, 0.472, 0.365], [0.598, -0.019, 0.254], [-0.096, 1.022, -0.187], [0.688, -0.120, 1.172], [0.712, 0.987, -0.466], [-1.059, 0.127, -2.091], [0.227, -0.273, 0.105], [0.655, -0.397, 0.474], [0.677, 0.540, -0.113], [0.484, -0.685, 0.225], [-0.524, -1.118, 0.841], [-0.369, -0.184, 0.008], [0.220, 0.281, -0.064], [0.500, 0.012, 0.412], [0.296, 0.014, 0.112], [-1.451, -0.974, 0.466], [0.899, -0.791, -0.298], [0.259, -0.638, -0.100], [0.292, -0.416, 0.447], [-0.651, 0.134, 0.134], [0.679, -0.659, -0.113], [-0.405, 0.828, -1.501], [0.436, 0.240, -0.243], [-0.501, -0.018, -0.141], [-0.328, -0.159, -0.308], [-0.516, -0.159, 0.078], [0.711, 0.134, 0.208], [0.530, -0.700, 0.431], [-0.022, -0.631, -0.325], [0.382, 0.201, 0.425], [0.084, 0.911, 0.503], [0.750, 0.026, -0.459], [-0.221, -0.389, 0.401], [0.001, 0.478, -0.189], [-0.089, 0.194, 0.081], [0.006, -0.523, -0.505], [-0.066, -0.111, 0.043], [-0.765, -0.549, -0.407], [0.628, -0.010, -0.298], [0.894, -0.256, 0.893], [0.135, 0.250, -0.135], [0.089, 0.268, 0.161], [-0.227, -0.485, 0.933], [-0.716, -0.331, -0.882], [-0.524, -0.809, -0.195], [0.690, -0.220, 0.231], [0.316, 1.060, 0.439], [-0.956, 1.200, 0.556], [0.238, -0.999, -0.067], [0.404, 1.072, 0.557], [0.016, 0.471, -0.150], [0.537, 0.360, 0.614], [-0.189, 0.622, 0.372], [0.090, 0.055, 0.224], [-0.018, -0.136, 1.045], [0.060, 1.132, 0.290], [0.382, -0.059, -1.145], [0.120, -0.324, 0.171], [-0.210, 0.502, -0.374], [-0.066, -0.461, 0.126], [-0.284, 0.060, 0.678], [-0.267, 0.069, -0.364], [0.391, -0.549, -0.943], [0.266, -0.298, -0.022], [-0.172, 0.030, 1.156], [1.250, 1.216, 0.793], [0.736, -0.073, -1.489], [0.020, -0.067, -0.134], [-0.537, -0.789, 0.350], [-0.018, -0.747, -0.331], [-0.050, -2.067, 0.635], [-0.304, -0.993, -0.757], [0.109, 0.226, 0.497], [0.054, -0.089, -0.969], [-1.114, -0.229, -0.495], [-0.478, 0.344, -0.224], [0.119, 0.828, 0.209], [-0.150, -0.456, -1.152], [-0.745, -0.285, -0.276], [0.027, -0.141, 0.018], [-0.491, 0.098, -0.410], [1.282, -0.298, 0.874], [-0.395, 0.437, 0.636], [0.913, -0.951, -0.182], [0.262, -0.081, 0.346], [-0.711, -0.710, -0.027], [0.421, 0.220, 0.543], [0.246, -0.165, -0.156], [0.210, -0.327, -0.600], [0.376, -0.883, 0.790], [-1.368, -0.262, -0.674], [-0.167, 0.488, 0.024], [-0.435, 0.455, 0.238], [-0.079, 0.151, 0.324], [0.281, -0.424, -0.211], [0.846, 0.238, 0.571], [0.406, -0.496, 0.028], [0.058, 0.261, 0.478], [0.203, 0.146, -0.113], [0.007, 0.242, 0.572], [0.148, 1.698, 0.207], [0.553, 0.602, -0.360], [-0.646, -0.093, -0.453], [0.086, -0.020, 0.426], [-0.036, -0.682, 0.070], [-0.688, -1.063, -0.018], [-0.383, -0.167, 0.276], [0.244, 0.155, -0.227], [0.157, 0.332, 0.358], [0.738, 0.730, -1.335], [0.039, 0.975, -0.032], [-1.083, -0.480, -0.194], [-0.565, 0.284, -0.335], [0.754, 0.258, 0.840], [0.977, 0.045, 1.473], [0.129, -0.346, 0.059], [-0.829, -0.916, 0.001], [-1.023, 0.147, -0.362], [0.712, 0.444, -0.740], [0.563, -0.115, -0.087], [-0.503, 0.443, 0.142], [0.758, -0.029, 1.012], [0.413, -0.461, 0.547], [-0.854, 0.283, -0.495], [0.222, -0.359, 0.289], [-0.549, 0.343, 1.421], [-0.267, -0.334, 0.331], [-0.075, 0.133, -0.414]],
  "gap_ev": 9.85,
  "e_lumo_ev": 0.59,
  "total_charge": 0,
  "homo_ev": -9.3
}